Density functional theory data (wB97M-V/def2-TZVPD) for a 4-piece molecular cluster, C35H63F5N5O8S2 overall.

Last column: Mulliken charge in e.
Element x y z (Å)
1 C 1.494 7.220 -1.569  -1.02
2 C 0.105 6.339 -1.500  0.54
3 F -0.310 6.283 -0.081  -0.33
4 C 0.227 4.850 -2.229  -1.24
5 N -0.672 3.795 -1.618  0.62
6 C -1.974 3.417 -2.353  0.47
7 C -2.494 4.134 -3.752  -0.67
8 C -2.262 3.231 -5.100  -0.61
9 C -1.344 1.888 -4.892  0.05
10 S 0.516 2.250 -4.754  -0.24
11 C -3.029 2.248 -1.796  -0.47
12 O -4.268 1.904 -2.529  -0.51
13 C -2.669 1.450 -0.416  0.44
14 C -3.664 0.264 0.120  -0.04
15 O -4.787 0.631 0.797  -0.55
16 O -3.482 -1.189 -0.072  -0.25
17 C -3.846 -1.415 -1.508  0.32
18 C -3.332 -2.935 -1.867  -0.75
19 C -1.912 -2.790 -2.693  0.02
20 C -0.892 -4.010 -2.281  -0.84
21 N 0.517 -3.487 -1.970  0.47
22 C 1.194 -4.019 -0.716  -0.29
23 C 2.704 -3.398 -0.514  -0.53
24 C 2.749 -2.444 -1.858  -0.17
25 C 1.371 -2.489 -2.751  -0.47
26 C -1.251 1.917 0.340  0.45
27 C -0.923 1.079 1.720  -0.85
28 C -0.326 -0.425 1.329  -0.16
29 F -0.319 -0.663 -0.163  -0.24
30 C -0.271 3.125 -0.284  0.08
31 S 1.218 3.515 0.753  1.08
32 O 2.165 4.628 0.274  -0.58
33 O 0.667 4.036 2.141  -0.58
34 C 2.332 1.978 0.983  0.74
35 F 2.257 1.405 2.346  -0.22
36 F 3.764 2.430 0.812  -0.21
37 F 2.123 0.972 -0.113  -0.19
38 H 1.223 8.251 -2.079  0.31
39 H 1.909 7.416 -0.469  0.27
40 H 2.285 6.664 -2.250  0.28
41 H -0.719 6.951 -2.102  0.33
42 H 1.333 4.403 -2.165  0.42
43 H 0.066 5.052 -3.371  0.48
44 H -3.667 4.295 -3.602  0.33
45 H -2.050 5.209 -3.921  0.29
46 H -3.321 2.891 -5.525  0.29
47 H -1.751 3.878 -5.950  0.32
48 H -1.456 1.252 -5.896  0.39
49 H -1.693 1.182 -4.026  -0.27
50 H 1.098 1.218 -3.956  0.13
51 H -4.845 2.737 -2.422  0.37
52 H -3.240 -0.650 -2.190  -0.35
53 H -4.989 -1.224 -1.714  0.36
54 H -3.154 -3.494 -0.827  0.33
55 H -4.107 -3.476 -2.558  0.30
56 H -1.354 -1.780 -2.495  -0.01
57 H -2.191 -2.811 -3.853  0.35
58 H -0.843 -4.744 -3.202  0.17
59 H -1.250 -4.577 -1.307  0.28
60 H 0.750 -4.810 0.044  0.27
61 H 3.513 -3.565 0.317  0.32
62 H 3.734 -1.810 -2.069  0.18
63 H 1.098 -1.930 -3.748  0.35
64 H -0.282 1.649 2.509  0.41
65 H -1.969 0.854 2.252  0.27
66 H 0.715 -0.638 1.824  0.12
67 H -1.064 -1.260 1.755  0.35
68 C 4.758 -1.946 5.689  -1.49
69 C 4.283 -0.744 4.877  0.36
70 C 4.278 0.577 5.681  -0.64
71 O 3.172 0.712 6.579  -0.37
72 C 3.358 0.078 7.835  -0.66
73 N 2.957 -1.040 4.317  -0.63
74 H 4.012 -2.291 6.409  0.28
75 H 4.974 -2.792 5.025  0.37
76 H 5.678 -1.711 6.235  0.36
77 H 4.987 -0.619 4.046  0.41
78 H 4.177 1.404 4.967  0.29
79 H 5.228 0.736 6.205  0.43
80 H 4.396 0.132 8.177  0.30
81 H 3.024 -0.960 7.784  0.24
82 H 2.727 0.589 8.568  0.25
83 H 2.681 -0.269 3.707  0.21
84 H 2.283 -0.989 5.087  0.34
85 C -5.482 0.629 6.202  -1.46
86 C -5.805 1.389 4.919  0.29
87 C -7.317 1.640 4.716  -0.67
88 O -8.044 0.497 4.255  -0.38
89 C -8.443 -0.397 5.282  -0.66
90 N -5.220 0.670 3.778  -0.54
91 H -5.734 -0.433 6.139  0.28
92 H -4.409 0.689 6.421  0.36
93 H -6.018 1.057 7.056  0.37
94 H -5.317 2.368 4.993  0.39
95 H -7.430 2.395 3.929  0.32
96 H -7.781 2.061 5.616  0.45
97 H -8.705 0.126 6.207  0.30
98 H -7.657 -1.131 5.466  0.24
99 H -9.325 -0.941 4.933  0.26
100 H -5.365 1.225 2.933  0.21
101 H -5.793 -0.164 3.618  0.30
102 C 6.263 -5.772 -5.541  -1.43
103 C 4.824 -5.430 -5.163  0.32
104 C 4.393 -4.013 -5.608  -0.70
105 O 4.891 -2.960 -4.776  -0.22
106 C 6.209 -2.538 -5.093  -0.77
107 N 4.653 -5.616 -3.715  -0.72
108 H 6.997 -5.262 -4.913  0.27
109 H 6.440 -6.849 -5.426  0.36
110 H 6.466 -5.513 -6.585  0.35
111 H 4.176 -6.147 -5.681  0.40
112 H 3.301 -3.954 -5.530  0.29
113 H 4.638 -3.827 -6.661  0.44
114 H 6.409 -2.575 -6.168  0.33
115 H 6.937 -3.140 -4.547  0.27
116 H 6.322 -1.503 -4.757  0.22
117 H 3.670 -5.468 -3.482  0.24
118 H 5.130 -4.837 -3.250  0.34

Results
Charge ... +1
Kohn-Sham gap ... 3.9457 eV



Density functional theory data (wB97M-V/def2-TZVPD) for C35H65B2BaF4IN13O as an isolated structure.

Last column: Mulliken charge in e.
Element x y z (Å)
1 Ba -1.230 -1.792 0.323  0.88
2 C -5.038 2.817 1.400  -1.28
3 C -3.743 2.866 2.214  0.96
4 C -3.642 1.659 3.138  -1.56
5 C -2.553 2.981 1.302  -0.79
6 C -2.354 3.878 0.241  -0.97
7 C -1.131 3.548 -0.309  -0.70
8 C -0.564 4.328 -1.479  0.70
9 C -0.359 5.796 -1.072  -1.70
10 C 0.699 3.804 -2.146  -0.37
11 N -0.636 2.507 0.414  0.96
12 N -1.521 2.170 1.397  -0.16
13 B 0.468 1.419 0.348  1.89
14 N 1.572 1.468 1.443  0.99
15 N 2.024 0.207 1.720  -0.02
16 C 2.921 0.321 2.683  -0.28
17 C 3.074 1.668 3.045  -1.45
18 C 2.188 2.365 2.244  0.28
19 C 1.988 3.853 2.316  0.33
20 C 2.538 4.571 1.086  -1.41
21 C 0.569 4.312 2.654  -1.64
22 C 3.516 -0.894 3.342  0.47
23 C 3.759 -2.036 2.360  -1.30
24 C 2.599 -1.359 4.478  -1.51
25 N 1.016 1.111 -1.068  1.33
26 N 0.095 0.515 -1.883  -0.40
27 C 0.726 0.225 -3.012  -0.28
28 C 2.077 0.595 -2.927  -1.04
29 C 2.222 1.139 -1.664  -0.12
30 C 3.480 1.664 -1.037  2.79
31 C 4.212 2.631 -1.968  -1.79
32 C 4.399 0.499 -0.660  -1.67
33 C 0.037 -0.457 -4.161  0.38
34 C -1.456 -0.150 -4.203  -1.08
35 C 0.275 -1.968 -4.122  -1.25
36 H -5.906 2.840 2.062  0.48
37 H -5.081 1.896 0.814  0.11
38 H -5.115 3.659 0.711  0.35
39 H -3.768 3.774 2.832  0.32
40 H -3.573 0.738 2.557  0.10
41 H -4.531 1.597 3.769  0.50
42 H -2.766 1.706 3.783  0.28
43 H -3.021 4.648 -0.108  0.56
44 H -1.360 4.311 -2.231  0.54
45 H 0.473 5.888 -0.373  0.23
46 H -1.242 6.212 -0.591  0.42
47 H -0.127 6.398 -1.952  0.50
48 H 1.496 3.651 -1.419  -0.51
49 H 1.052 4.543 -2.869  0.58
50 H 0.537 2.865 -2.669  -0.07
51 H -0.112 0.432 0.640  -1.59
52 H 3.692 2.082 3.824  0.52
53 H 2.614 4.144 3.167  0.63
54 H 1.921 4.367 0.213  -0.02
55 H 3.558 4.253 0.864  0.33
56 H 2.541 5.652 1.245  0.52
57 H -0.095 4.261 1.793  0.25
58 H 0.599 5.350 2.992  0.54
59 H 0.135 3.703 3.445  0.31
60 H 4.476 -0.589 3.776  0.40
61 H 2.825 -2.311 1.867  0.09
62 H 4.137 -2.913 2.889  0.51
63 H 4.482 -1.758 1.593  0.34
64 H 3.042 -2.199 5.017  0.47
65 H 2.410 -0.553 5.187  0.40
66 H 1.636 -1.683 4.078  0.22
67 H 2.837 0.481 -3.681  0.54
68 H 3.219 2.196 -0.121  -1.37
69 H 4.510 2.126 -2.889  0.34
70 H 5.117 3.003 -1.484  0.48
71 H 3.592 3.484 -2.241  0.27
72 H 4.793 0.026 -1.563  0.42
73 H 3.852 -0.246 -0.086  0.03
74 H 5.240 0.850 -0.059  0.42
75 H 0.500 -0.069 -5.076  0.45
76 H -1.954 -0.595 -3.342  -0.21
77 H -1.914 -0.585 -5.092  0.49
78 H -1.641 0.926 -4.198  0.33
79 H -0.178 -2.413 -3.235  0.07
80 H 1.344 -2.191 -4.098  0.40
81 H -0.161 -2.451 -4.997  0.46
82 C 3.708 -4.638 -0.745  -1.27
83 N 2.455 -5.339 -0.572  0.21
84 C 2.524 -6.696 -0.059  -1.26
85 C 1.298 -4.585 -0.469  -0.04
86 N 1.244 -3.313 -0.441  0.56
87 N 0.131 -5.356 -0.407  -0.02
88 C -1.115 -4.957 -0.898  0.12
89 N -2.027 -5.987 -0.926  -0.58
90 N -1.318 -3.777 -1.323  -0.46
91 H 4.456 -5.345 -1.100  0.45
92 H 4.070 -4.177 0.182  0.38
93 H 3.605 -3.862 -1.503  0.42
94 H 3.528 -6.878 0.324  0.45
95 H 2.317 -7.449 -0.826  0.30
96 H 1.843 -6.843 0.780  0.43
97 H 2.152 -2.873 -0.508  -0.48
98 H 0.259 -6.352 -0.448  0.32
99 H -2.032 -6.578 -0.108  0.21
100 H -2.948 -5.694 -1.226  0.28
101 H -2.269 -3.670 -1.662  0.03
102 O -0.652 0.171 3.368  -0.78
103 H -0.992 0.825 2.727  0.36
104 H 0.266 0.051 3.104  0.24
105 C -1.674 -3.401 2.483  -1.70
106 H -1.684 -2.837 3.423  0.48
107 H -0.915 -4.192 2.595  0.28
108 H -2.644 -3.915 2.403  0.35
109 F -3.524 -2.395 -2.756  -0.15
110 B -4.440 -3.416 -2.380  0.52
111 F -4.423 -3.498 -0.972  -0.35
112 F -5.699 -3.136 -2.860  -0.35
113 F -3.962 -4.647 -2.874  -0.40
114 I -8.224 -0.789 -0.747  0.08
115 C -6.193 -0.482 -0.726  -0.45
116 C -5.425 0.037 -1.740  -0.47
117 N -4.164 0.045 -1.283  0.53
118 N -4.056 -0.464 -0.047  -0.02
119 C -5.290 -0.782 0.304  -0.71
120 H -5.679 0.356 -2.734  0.49
121 H -3.332 0.290 -1.798  -0.12
122 H -5.486 -1.222 1.267  0.51

Results
Charge ... -1
Kohn-Sham gap ... 5.7392 eV



Density functional theory data (wB97M-V/def2-TZVPD) for a 2-piece molecular cluster, C35H65BN3O4 overall.

Last column: Mulliken charge in e.
Element x y z (Å)
1 C -0.185 -0.989 5.003  -0.45
2 C 0.577 -1.884 4.382  -0.05
3 C 1.846 -2.693 3.843  -0.86
4 C 2.143 -2.523 2.256  0.12
5 C 3.098 -1.235 2.054  2.07
6 C 4.580 -1.416 2.749  -1.25
7 C 2.488 0.161 2.592  -0.17
8 C 3.451 1.452 2.302  -1.01
9 O 2.793 -3.799 1.869  -0.34
10 C 3.272 -3.763 0.502  -0.91
11 C 2.219 -3.262 -0.614  -0.27
12 N 1.543 -4.478 -1.172  0.07
13 C 2.333 -5.191 -2.219  -0.37
14 C 1.681 -6.702 -2.304  -1.11
15 B 3.123 -2.436 -1.740  0.49
16 O 4.504 -2.861 -2.036  -0.47
17 O 2.633 -1.322 -2.523  -0.48
18 C 3.512 -0.191 -2.119  -0.40
19 N 1.139 -2.332 -0.121  0.92
20 C -0.075 -2.264 -1.035  -1.27
21 O -0.941 -1.142 -0.618  0.23
22 C -1.870 -0.897 -1.725  0.19
23 C -3.212 -1.750 -1.890  -0.48
24 C -4.233 -1.560 -3.087  0.34
25 C -5.541 -2.520 -3.119  -1.05
26 C -3.898 -0.447 -4.154  -0.66
27 C -2.574 0.437 -4.006  -0.80
28 C -1.544 0.248 -2.796  0.26
29 C -0.222 1.194 -2.678  1.35
30 C -0.230 2.405 -3.783  -1.50
31 C -0.120 1.936 -1.217  -0.56
32 C 0.781 -2.483 1.342  0.56
33 C -0.274 -3.653 1.674  -1.04
34 C -1.834 -3.238 1.636  1.77
35 C -2.262 -2.021 2.594  -1.17
36 C -2.660 -4.555 2.172  -1.18
37 H -1.002 -0.200 5.236  0.34
38 H 1.590 -3.825 3.986  0.45
39 H 2.792 -2.529 4.504  0.31
40 H 3.343 -1.051 0.923  -1.81
41 H 4.723 -2.463 3.205  0.34
42 H 5.406 -1.245 1.959  0.22
43 H 4.673 -0.661 3.627  0.40
44 H 1.526 0.361 1.957  -0.03
45 H 2.246 0.188 3.714  0.31
46 H 2.816 2.376 2.629  0.38
47 H 3.622 1.593 1.163  0.17
48 H 4.420 1.402 2.915  0.34
49 H 3.575 -4.859 0.234  0.41
50 H 4.281 -3.180 0.509  0.20
51 H 1.517 -5.153 -0.368  0.36
52 H 3.445 -5.375 -1.957  0.28
53 H 2.186 -4.769 -3.298  0.24
54 H 1.790 -7.179 -1.265  0.34
55 H 0.569 -6.577 -2.632  0.26
56 H 2.171 -7.328 -3.155  0.37
57 H 4.440 -3.444 -2.847  0.34
58 H 4.040 -0.490 -1.118  0.09
59 H 4.351 -0.066 -2.896  0.37
60 H 2.924 0.769 -1.888  0.15
61 H 1.544 -1.363 -0.193  0.28
62 H -0.731 -3.202 -1.005  0.38
63 H 0.191 -2.062 -2.134  0.74
64 H -3.481 -2.562 -1.104  0.15
65 H -5.728 -2.851 -2.028  0.30
66 H -5.297 -3.489 -3.708  0.26
67 H -6.482 -2.007 -3.534  0.34
68 H -4.596 -0.285 -5.069  0.29
69 H -2.414 1.214 -4.851  0.21
70 H 0.758 0.603 -2.843  -0.12
71 H 0.554 3.211 -3.547  0.41
72 H -0.180 2.009 -4.861  0.33
73 H -1.268 2.917 -3.669  0.32
74 H 0.847 1.536 -0.727  -0.21
75 H -1.056 1.783 -0.567  0.21
76 H 0.028 3.086 -1.338  0.32
77 H 0.263 -1.478 1.637  0.36
78 H -0.147 -4.461 0.837  0.06
79 H -0.098 -4.214 2.663  0.29
80 H -2.232 -3.072 0.552  -1.05
81 H -3.396 -1.814 2.404  0.40
82 H -2.215 -2.384 3.702  0.34
83 H -1.707 -1.031 2.417  0.05
84 H -3.774 -4.447 1.910  0.33
85 H -2.224 -5.544 1.757  0.32
86 H -2.603 -4.567 3.339  0.34
87 C -2.417 5.558 -1.409  -1.26
88 C -1.908 6.858 -0.797  -0.31
89 N -2.645 7.286 0.389  0.07
90 C -2.328 8.653 0.803  -0.70
91 C -0.904 8.937 1.278  -0.94
92 C -2.741 6.313 1.474  -0.69
93 C -1.439 5.791 2.076  -0.92
94 H -3.482 5.626 -1.651  0.32
95 H -1.877 5.350 -2.338  0.40
96 H -2.263 4.704 -0.745  0.19
97 H -2.003 7.631 -1.568  0.43
98 H -0.835 6.753 -0.590  0.21
99 H -3.028 8.965 1.587  0.35
100 H -2.542 9.318 -0.040  0.40
101 H -0.727 8.550 2.282  0.22
102 H -0.743 10.020 1.324  0.39
103 H -0.149 8.527 0.603  0.27
104 H -3.317 5.453 1.113  0.36
105 H -3.361 6.727 2.279  0.34
106 H -0.692 5.546 1.317  0.22
107 H -1.638 4.875 2.643  0.35
108 H -1.003 6.506 2.776  0.28

Results
Charge ... +1
Kohn-Sham gap ... 6.9854 eV



Density functional theory data (wB97M-V/def2-TZVPD) for a 8-piece molecular cluster, C35H65N3O8 overall.

Last column: Mulliken charge in e.
Element x y z (Å)
1 C 4.946 -0.658 5.025  -1.04
2 C 4.109 -1.215 3.747  0.24
3 C 2.894 -2.232 4.102  -1.00
4 N 4.343 -0.856 2.482  0.18
5 C 5.351 -1.723 1.813  0.79
6 O 4.723 -2.439 0.685  -0.52
7 C 6.017 -2.836 2.752  -0.16
8 N 6.785 -3.483 3.441  -0.54
9 C 6.440 -0.707 1.134  -0.64
10 C 5.617 0.641 0.793  0.38
11 N 4.918 1.620 0.624  -0.63
12 H 6.060 -0.716 4.691  0.30
13 H 4.831 -1.385 5.922  0.39
14 H 4.667 0.424 5.284  0.28
15 H 1.932 -1.578 4.031  0.26
16 H 2.765 -3.061 3.318  0.22
17 H 2.931 -2.623 5.179  0.40
18 H 4.320 -3.232 1.109  0.41
19 H 7.316 -0.459 1.826  0.40
20 H 6.798 -1.113 0.114  0.34
21 C 0.751 -1.541 -1.610  0.03
22 C 2.035 -1.384 -0.829  0.18
23 C 1.528 -1.040 0.551  1.14
24 O 0.257 -1.688 0.703  -0.52
25 C -0.167 -2.170 -0.581  0.01
26 H 0.856 -2.145 -2.514  0.53
27 H 0.370 -0.556 -1.900  -0.34
28 H 2.572 -2.338 -0.801  0.23
29 H 2.707 -0.626 -1.237  -0.25
30 H 1.368 0.039 0.658  -0.10
31 H 2.207 -1.372 1.339  -0.90
32 H -0.069 -3.262 -0.576  0.27
33 H -1.216 -1.915 -0.743  -0.28
34 C 5.632 0.868 -3.043  -0.43
35 C 5.386 0.823 -4.535  -0.63
36 C 3.889 0.598 -4.601  -0.48
37 O 3.324 1.221 -3.440  -0.35
38 C 4.386 1.567 -2.539  0.31
39 H 6.553 1.385 -2.765  0.38
40 H 5.677 -0.151 -2.644  0.17
41 H 5.639 1.791 -4.981  0.28
42 H 5.957 0.049 -5.052  0.35
43 H 3.645 -0.469 -4.560  0.25
44 H 3.440 1.024 -5.502  0.30
45 H 4.505 2.656 -2.564  0.36
46 H 4.120 1.269 -1.525  -0.50
47 C -4.254 0.400 -2.381  0.07
48 C -4.009 0.531 -3.867  -0.60
49 C -2.697 -0.208 -4.037  -0.42
50 O -2.662 -1.230 -3.031  -0.40
51 C -3.724 -0.989 -2.095  0.41
52 H -5.300 0.524 -2.095  0.22
53 H -3.660 1.145 -1.840  -0.14
54 H -4.803 0.016 -4.420  0.28
55 H -3.965 1.564 -4.216  0.32
56 H -1.842 0.456 -3.870  0.17
57 H -2.597 -0.663 -5.025  0.32
58 H -4.495 -1.750 -2.261  -0.47
59 H -3.346 -1.092 -1.075  0.20
60 C 1.568 3.389 5.265  -0.77
61 C 1.820 3.497 3.778  -0.17
62 C 3.136 2.762 3.626  -0.08
63 O 3.170 1.756 4.649  -0.21
64 C 2.103 2.006 5.576  -0.55
65 H 0.520 3.512 5.544  0.35
66 H 2.155 4.146 5.797  0.30
67 H 1.033 2.969 3.229  0.08
68 H 1.861 4.524 3.412  0.32
69 H 3.987 3.432 3.787  0.26
70 H 3.243 2.292 2.645  -0.17
71 H 1.336 1.239 5.418  0.28
72 H 2.477 1.919 6.599  0.33
73 C -6.637 1.454 2.252  -0.58
74 C -5.218 1.848 2.595  -0.48
75 C -4.426 0.672 2.059  -0.25
76 O -5.154 0.158 0.935  -0.27
77 C -6.457 0.758 0.918  -0.47
78 H -7.327 2.298 2.202  0.34
79 H -7.015 0.744 2.995  0.26
80 H -4.945 2.760 2.053  0.22
81 H -5.055 2.022 3.660  0.37
82 H -4.350 -0.128 2.803  0.26
83 H -3.418 0.953 1.746  0.07
84 H -6.485 1.475 0.089  0.28
85 H -7.213 -0.010 0.739  0.28
86 C -5.403 -4.984 -2.547  -0.47
87 C -5.641 -5.019 -4.040  -0.42
88 C -7.137 -5.249 -4.115  -0.46
89 O -7.710 -4.635 -2.952  -0.43
90 C -6.653 -4.293 -2.045  -0.25
91 H -4.486 -4.466 -2.261  0.28
92 H -5.357 -6.005 -2.155  0.31
93 H -5.389 -4.048 -4.478  0.14
94 H -5.065 -5.788 -4.559  0.35
95 H -7.378 -6.317 -4.083  0.26
96 H -7.583 -4.818 -5.015  0.28
97 H -6.538 -3.203 -2.061  0.12
98 H -6.924 -4.599 -1.032  0.28
99 C -0.230 3.002 -1.234  -0.25
100 C 1.065 3.639 -0.782  0.09
101 C 0.572 4.736 0.141  -0.53
102 O -0.653 4.270 0.723  -0.45
103 C -1.080 3.095 0.018  -0.07
104 H -0.113 1.978 -1.594  0.03
105 H -0.677 3.599 -2.035  0.37
106 H 1.658 2.913 -0.216  -0.28
107 H 1.679 4.016 -1.602  0.41
108 H 0.351 5.654 -0.415  0.32
109 H 1.288 4.972 0.931  0.18
110 H -0.917 2.233 0.674  -0.04
111 H -2.148 3.167 -0.204  0.22

Results
Kohn-Sham gap ... 7.8645 eV